No. 1
{
  "formula": "C59H62CsI2N3O8P3",
  "method": "ωB97M-V with the def2-TZVPD basis set",
  "symbols": ["Cs", "I", "C", "C", "C", "I", "C", "O", "C", "C", "N", "C", "C", "C", "C", "C", "C", "N", "C", "H", "H", "H", "H", "H", "H", "H", "H", "H", "H", "H", "O", "C", "C", "C", "C", "C", "C", "P", "C", "C", "C", "C", "C", "C", "C", "C", "C", "C", "C", "C", "C", "C", "C", "C", "C", "C", "P", "C", "C", "C", "C", "C", "C", "C", "C", "C", "C", "C", "C", "H", "H", "H", "H", "H", "H", "H", "H", "H", "H", "H", "H", "H", "H", "H", "H", "H", "H", "H", "H", "H", "H", "H", "H", "H", "H", "H", "H", "C", "C", "C", "C", "O", "P", "O", "O", "O", "C", "C", "C", "C", "H", "H", "H", "H", "H", "H", "H", "H", "H", "H", "H", "H", "H", "H", "H", "H", "H", "H", "N", "C", "C", "O", "O", "H", "H", "H", "H", "H"],
  "positions_angstrom": [[1.18, -0.32, 0.75], [4.86, -7.93, -0.16], [4.05, -6.00, -0.17], [4.12, -5.23, -1.32], [3.54, -3.98, -1.31], [3.76, -2.73, -2.99], [2.82, -3.44, -0.21], [2.17, -2.35, -0.28], [2.92, -4.21, 0.99], [2.49, -3.60, 2.32], [1.06, -3.44, 2.58], [0.22, -4.38, 1.85], [-1.22, -4.17, 2.23], [-1.97, -5.19, 2.81], [-3.28, -4.94, 3.16], [-3.80, -3.68, 2.95], [-2.98, -2.72, 2.38], [-1.72, -2.95, 2.01], [3.49, -5.47, 0.99], [4.63, -5.60, -2.21], [2.96, -2.62, 2.42], [2.92, -4.23, 3.11], [0.73, -2.50, 2.40], [0.52, -5.40, 2.10], [0.33, -4.25, 0.77], [-1.52, -6.16, 2.97], [-3.89, -5.72, 3.61], [-4.81, -3.42, 3.23], [-3.34, -1.72, 2.24], [3.52, -6.04, 1.91], [-2.47, 0.24, -2.89], [-2.09, 1.38, -3.54], [-1.97, 1.48, -4.91], [-1.53, 2.69, -5.45], [-1.23, 3.76, -4.63], [-1.35, 3.63, -3.24], [-1.78, 2.43, -2.68], [-1.79, 2.03, -0.88], [-3.55, 1.59, -0.65], [-3.84, 0.56, 0.23], [-5.16, 0.15, 0.44], [-6.19, 0.77, -0.26], [-5.90, 1.80, -1.15], [-4.59, 2.20, -1.35], [-1.70, 3.72, -0.17], [-0.42, 4.30, -0.11], [-0.25, 5.58, 0.39], [-1.35, 6.29, 0.88], [-2.60, 5.71, 0.86], [-2.78, 4.44, 0.33], [-3.06, -0.84, -3.50], [-4.18, -0.71, -4.30], [-4.78, -1.85, -4.81], [-4.25, -3.10, -4.50], [-3.13, -3.21, -3.69], [-2.51, -2.08, -3.17], [-1.04, -2.02, -2.03], [-0.60, -3.80, -2.05], [-1.41, -4.62, -1.26], [-1.17, -5.98, -1.16], [-0.08, -6.54, -1.82], [0.74, -5.73, -2.60], [0.47, -4.37, -2.73], [0.10, -1.20, -3.23], [0.82, -0.10, -2.77], [1.63, 0.64, -3.61], [1.75, 0.26, -4.94], [1.04, -0.83, -5.42], [0.21, -1.55, -4.57], [-2.18, 0.63, -5.55], [-1.41, 2.78, -6.52], [-0.89, 4.69, -5.05], [-1.10, 4.46, -2.60], [-3.03, 0.06, 0.76], [-5.37, -0.64, 1.13], [-7.21, 0.45, -0.11], [-6.70, 2.28, -1.70], [-4.37, 3.00, -2.05], [0.44, 3.72, -0.41], [0.73, 6.02, 0.41], [-1.21, 7.28, 1.29], [-3.45, 6.25, 1.26], [-3.77, 4.01, 0.31], [-4.59, 0.28, -4.50], [-5.66, -1.77, -5.43], [-4.71, -4.00, -4.90], [-2.73, -4.19, -3.45], [-2.23, -4.18, -0.71], [-1.80, -6.59, -0.53], [0.14, -7.59, -1.71], [1.60, -6.15, -3.10], [1.12, -3.76, -3.33], [0.72, 0.19, -1.73], [2.17, 1.49, -3.23], [2.38, 0.83, -5.61], [1.12, -1.12, -6.46], [-0.36, -2.39, -4.95], [6.31, 1.57, 2.50], [4.95, 1.43, 1.81], [4.61, -0.04, 1.62], [4.97, 2.16, 0.47], [4.03, 2.07, 2.71], [2.42, 2.00, 2.62], [1.89, 0.71, 3.16], [1.94, 2.42, 1.27], [2.09, 3.12, 3.74], [2.61, 4.46, 3.88], [1.43, 5.28, 4.39], [3.12, 5.06, 2.57], [3.72, 4.42, 4.92], [7.09, 1.13, 1.87], [6.29, 1.05, 3.46], [6.53, 2.62, 2.67], [5.41, -0.52, 1.06], [3.68, -0.17, 1.07], [4.51, -0.53, 2.59], [5.67, 1.67, -0.21], [5.27, 3.20, 0.61], [3.98, 2.16, 0.02], [1.02, 4.82, 5.29], [0.64, 5.33, 3.64], [1.75, 6.30, 4.63], [2.38, 4.94, 1.78], [4.03, 4.56, 2.25], [3.33, 6.12, 2.71], [3.34, 4.02, 5.85], [4.11, 5.43, 5.09], [4.53, 3.78, 4.57], [-0.85, 2.91, 3.32], [-1.59, 1.78, 2.79], [-2.69, 1.38, 3.76], [-2.80, 2.19, 4.81], [-3.41, 0.42, 3.59], [-0.57, 3.53, 2.57], [0.02, 2.61, 3.77], [-2.07, 2.85, 4.66], [-0.98, 0.91, 2.52], [-2.12, 2.10, 1.89]],
  "fmax_ev_per_a": 1.8,
  "de_lowest_kcal_mol": 1.45,
  "homo_lumo_gap_ev": 6.7,
  "energy_ev": -127664.4386,
  "lumo_energy_ev": 1.9308,
  "total_charge": -1
}



No. 2
{
  "formula": "C59H69BaN7SSbTe",
  "method": "ωB97M-V with the def2-TZVPD basis set",
  "symbols": ["Ba", "C", "C", "C", "C", "C", "C", "C", "N", "C", "C", "C", "C", "C", "C", "C", "N", "C", "C", "C", "C", "H", "H", "H", "H", "H", "H", "H", "H", "H", "H", "H", "H", "H", "H", "H", "H", "H", "H", "H", "H", "H", "H", "H", "H", "C", "C", "C", "C", "C", "C", "N", "N", "C", "C", "C", "C", "C", "C", "H", "H", "H", "H", "H", "H", "H", "H", "H", "C", "C", "C", "C", "N", "C", "C", "C", "C", "C", "C", "N", "H", "H", "H", "H", "H", "H", "H", "H", "C", "C", "Sb", "C", "C", "C", "C", "H", "H", "H", "H", "H", "H", "H", "H", "H", "H", "H", "H", "H", "H", "H", "C", "Te", "C", "C", "C", "C", "C", "C", "C", "H", "H", "H", "H", "H", "H", "H", "H", "S", "C", "N", "C", "C", "C", "C", "H", "H", "H", "H", "H"],
  "positions_angstrom": [[0.25, -0.47, -0.40], [3.52, 2.03, 5.86], [3.57, 0.52, 5.58], [5.03, 0.08, 5.53], [2.86, -0.24, 6.71], [2.85, 0.25, 4.26], [3.47, -0.30, 3.15], [2.74, -0.52, 2.00], [1.44, -0.23, 1.89], [0.83, 0.34, 2.95], [1.50, 0.57, 4.14], [-0.61, 0.73, 2.76], [-1.34, 1.38, 3.75], [-2.67, 1.69, 3.54], [-3.23, 1.31, 2.32], [-2.44, 0.68, 1.37], [-1.15, 0.39, 1.59], [-3.52, 2.43, 4.57], [-4.77, 1.59, 4.89], [-3.94, 3.78, 3.97], [-2.75, 2.68, 5.87], [4.07, 2.25, 6.78], [2.49, 2.38, 6.00], [3.97, 2.60, 5.05], [5.50, 0.26, 6.50], [5.60, 0.63, 4.78], [5.12, -0.99, 5.32], [3.35, -0.03, 7.66], [2.89, -1.32, 6.54], [1.81, 0.05, 6.80], [4.52, -0.56, 3.16], [3.20, -0.96, 1.12], [0.97, 1.00, 4.97], [-0.86, 1.65, 4.68], [-4.26, 1.51, 2.08], [-2.86, 0.39, 0.42], [-5.38, 1.42, 4.01], [-5.38, 2.12, 5.63], [-4.49, 0.62, 5.31], [-4.54, 3.65, 3.07], [-3.06, 4.37, 3.71], [-4.53, 4.34, 4.69], [-2.42, 1.75, 6.33], [-3.41, 3.19, 6.58], [-1.89, 3.33, 5.71], [1.91, 5.09, -3.12], [3.26, 4.93, -2.80], [3.76, 3.66, -2.53], [2.91, 2.56, -2.55], [1.56, 2.72, -2.86], [1.07, 3.98, -3.15], [3.52, 1.29, -2.30], [2.75, 0.41, -1.90], [3.34, -0.91, -1.73], [4.69, -1.12, -2.04], [5.21, -2.38, -1.86], [4.39, -3.41, -1.40], [3.05, -3.16, -1.12], [2.45, -1.89, -1.27], [1.53, 6.07, -3.35], [3.92, 5.78, -2.79], [4.81, 3.50, -2.31], [0.91, 1.86, -2.88], [0.03, 4.10, -3.41], [5.30, -0.31, -2.41], [6.25, -2.58, -2.09], [4.80, -4.41, -1.27], [2.45, -4.00, -0.77], [-3.03, 2.96, -2.82], [-2.88, 4.22, -2.25], [-2.02, 4.37, -1.18], [-1.32, 3.26, -0.72], [-1.45, 2.04, -1.26], [-2.30, 1.91, -2.29], [-0.36, 3.40, 0.41], [-0.62, 4.29, 1.45], [0.32, 4.46, 2.45], [1.51, 3.75, 2.36], [1.67, 2.87, 1.30], [0.76, 2.67, 0.35], [-3.69, 2.79, -3.65], [-3.43, 5.07, -2.64], [-1.85, 5.34, -0.73], [-2.41, 0.91, -2.68], [-1.56, 4.83, 1.48], [0.15, 5.14, 3.27], [2.30, 3.86, 3.09], [2.59, 2.29, 1.20], [-1.95, -2.78, -5.12], [-0.50, -2.32, -5.28], [-0.13, -0.44, -4.31], [-1.27, 0.84, -5.60], [-1.10, 0.61, -7.09], [1.79, -0.03, -5.20], [2.23, -0.95, -6.34], [-2.11, -3.76, -5.57], [-2.64, -2.08, -5.60], [-2.23, -2.84, -4.06], [-0.24, -2.23, -6.34], [0.19, -3.03, -4.84], [-0.97, 1.86, -5.32], [-2.33, 0.76, -5.31], [-0.05, 0.72, -7.39], [-1.67, 1.33, -7.68], [-1.42, -0.39, -7.38], [2.53, -0.08, -4.40], [1.76, 1.01, -5.53], [2.31, -1.99, -6.01], [3.21, -0.66, -6.71], [1.54, -0.93, -7.18], [-1.19, -4.90, 1.09], [-0.68, -2.88, 1.57], [1.26, -3.64, 2.09], [1.17, -5.14, 1.94], [2.27, -5.93, 2.26], [2.21, -7.31, 2.12], [1.05, -7.91, 1.65], [-0.04, -7.12, 1.32], [0.01, -5.74, 1.46], [-1.42, -4.97, 0.03], [-2.07, -5.17, 1.67], [1.49, -3.34, 3.11], [1.99, -3.22, 1.40], [3.17, -5.47, 2.62], [3.07, -7.91, 2.37], [1.00, -8.98, 1.53], [-0.95, -7.59, 0.95], [-3.46, -1.43, -1.43], [-4.64, -1.98, -2.49], [-5.41, -3.05, -2.14], [-6.39, -3.60, -2.90], [-6.69, -3.06, -4.11], [-5.94, -1.94, -4.53], [-4.95, -1.42, -3.75], [-5.20, -3.46, -1.24], [-6.90, -4.45, -2.47], [-7.47, -3.49, -4.72], [-6.15, -1.49, -5.49], [-4.38, -0.56, -4.07]],
  "fmax_ev_per_a": 3.4,
  "de_lowest_kcal_mol": 22.32,
  "homo_lumo_gap_ev": 6.6,
  "energy_ev": -98089.7318,
  "lumo_energy_ev": -2.3593,
  "total_charge": 1
}



No. 3
{
  "formula": "C59H69CsF3N10S2Sb2",
  "method": "ωB97M-V with the def2-TZVPD basis set",
  "symbols": ["Cs", "C", "C", "C", "Sb", "C", "C", "C", "C", "C", "C", "C", "C", "C", "C", "C", "C", "Sb", "C", "C", "C", "C", "C", "C", "C", "C", "C", "C", "C", "C", "H", "H", "H", "H", "H", "H", "H", "H", "H", "H", "H", "H", "H", "H", "H", "H", "H", "H", "H", "H", "H", "H", "H", "H", "H", "H", "N", "C", "C", "C", "C", "C", "C", "N", "C", "C", "C", "S", "C", "N", "H", "H", "H", "H", "H", "H", "H", "C", "N", "C", "C", "N", "C", "C", "N", "C", "C", "N", "C", "N", "C", "C", "C", "N", "C", "H", "H", "H", "H", "H", "H", "H", "H", "H", "H", "H", "H", "H", "H", "H", "H", "H", "H", "H", "H", "H", "H", "H", "H", "F", "C", "F", "F", "C", "C", "C", "C", "N", "C", "S", "H", "H", "H", "C", "C", "C", "C", "H", "H", "H", "H", "H", "H", "H", "H", "H"],
  "positions_angstrom": [[-0.30, -0.39, -0.11], [0.79, 0.75, 4.32], [0.81, 1.75, 3.15], [1.88, 1.47, 2.11], [1.77, 2.65, 0.27], [2.71, 4.38, 1.23], [1.94, 5.43, 1.74], [2.52, 6.52, 2.38], [3.90, 6.58, 2.55], [4.68, 5.55, 2.05], [4.09, 4.47, 1.40], [3.90, 1.82, -0.24], [4.58, 2.49, -1.26], [5.70, 1.96, -1.90], [6.16, 0.70, -1.54], [5.50, 0.00, -0.53], [4.40, 0.57, 0.10], [0.49, -1.22, 3.55], [-0.01, -2.14, 5.42], [-1.14, -1.69, 6.11], [-1.56, -2.30, 7.28], [-0.85, -3.38, 7.80], [0.27, -3.84, 7.13], [0.69, -3.23, 5.95], [2.53, -1.89, 3.48], [3.60, -1.11, 3.90], [4.91, -1.56, 3.77], [5.16, -2.82, 3.22], [4.09, -3.60, 2.81], [2.79, -3.14, 2.93], [-0.04, 0.94, 4.99], [1.70, 0.77, 4.92], [0.95, 2.77, 3.54], [-0.17, 1.76, 2.69], [1.89, 0.40, 1.84], [2.88, 1.67, 2.51], [0.87, 5.41, 1.63], [1.89, 7.31, 2.76], [4.35, 7.42, 3.06], [5.75, 5.57, 2.17], [4.73, 3.68, 1.04], [4.23, 3.47, -1.60], [6.20, 2.52, -2.68], [7.01, 0.26, -2.04], [5.83, -1.00, -0.26], [3.91, -0.03, 0.87], [-1.71, -0.86, 5.72], [-2.44, -1.92, 7.79], [-1.18, -3.85, 8.71], [0.83, -4.68, 7.52], [1.58, -3.60, 5.45], [3.44, -0.11, 4.30], [5.73, -0.93, 4.07], [6.17, -3.17, 3.10], [4.28, -4.56, 2.34], [1.98, -3.75, 2.56], [-4.33, -2.87, 2.82], [-4.98, -1.66, 2.97], [-6.26, -1.31, 3.40], [-6.56, 0.03, 3.41], [-5.64, 1.01, 3.00], [-4.37, 0.66, 2.57], [-4.05, -0.70, 2.56], [-2.86, -1.31, 2.18], [-3.08, -2.58, 2.34], [-2.12, -3.65, 1.99], [-2.22, -4.98, 2.30], [-0.91, -5.82, 1.60], [-0.33, -4.35, 0.94], [-1.04, -3.30, 1.23], [-4.70, -3.78, 3.00], [-6.98, -2.06, 3.72], [-7.55, 0.35, 3.74], [-5.92, 2.05, 3.02], [-3.65, 1.40, 2.25], [-2.96, -5.47, 2.90], [0.58, -4.27, 0.35], [-3.18, -2.67, -1.04], [-4.18, -2.33, -2.03], [-4.77, -3.41, -2.79], [-5.54, -2.63, -3.84], [-4.69, -1.46, -4.05], [-5.39, -0.36, -4.69], [-3.92, -1.26, -2.89], [-3.08, -0.36, -2.59], [-2.80, 0.73, -3.52], [-1.63, 1.57, -3.01], [-0.34, 0.98, -3.27], [0.39, 1.36, -4.23], [0.16, 2.35, -5.22], [-1.08, 2.37, -5.96], [1.34, 2.43, -6.08], [2.43, 1.79, -5.24], [1.67, 0.87, -4.43], [2.36, 0.17, -3.36], [-3.61, -3.36, -0.32], [-2.90, -1.76, -0.52], [-2.28, -3.11, -1.48], [-5.42, -4.02, -2.16], [-4.01, -4.06, -3.25], [-6.53, -2.34, -3.46], [-5.67, -3.19, -4.78], [-6.00, -0.77, -5.50], [-4.70, 0.35, -5.13], [-6.06, 0.16, -4.00], [-3.67, 1.39, -3.61], [-2.57, 0.34, -4.52], [-1.75, 1.62, -1.93], [-1.71, 2.61, -3.35], [-1.14, 1.52, -6.66], [-1.13, 3.29, -6.54], [-1.95, 2.35, -5.32], [1.55, 3.47, -6.34], [1.17, 1.87, -7.01], [2.95, 2.53, -4.62], [3.17, 1.27, -5.85], [3.02, -0.58, -3.79], [1.63, -0.31, -2.73], [2.96, 0.86, -2.75], [4.67, -3.10, -3.08], [3.77, -4.02, -2.66], [4.07, -4.34, -1.40], [4.02, -5.14, -3.40], [2.35, -3.55, -2.89], [1.81, -3.83, -4.13], [0.52, -3.44, -4.45], [-0.18, -2.77, -3.46], [0.32, -2.47, -2.27], [1.59, -2.82, -1.94], [2.18, -2.28, -0.38], [2.41, -4.36, -4.85], [0.07, -3.64, -5.41], [-1.20, -2.42, -3.63], [-2.39, 5.16, 0.29], [-1.27, 4.25, -0.22], [-0.31, 5.07, -1.09], [-0.59, 3.47, 0.92], [-2.92, 5.67, -0.53], [-1.98, 5.93, 0.95], [-3.12, 4.59, 0.87], [-1.74, 3.51, -0.88], [0.30, 5.73, -0.47], [-0.85, 5.70, -1.80], [0.37, 4.44, -1.65], [-1.24, 2.63, 1.20], [-0.51, 4.09, 1.82]],
  "fmax_ev_per_a": 1.0,
  "de_lowest_kcal_mol": 13.99,
  "homo_lumo_gap_ev": 4.3,
  "energy_ev": -120650.6198,
  "lumo_energy_ev": 1.4767,
  "total_charge": -1
}